Record 1
Density functional theory data (the ωB97M-V functional and the def2-TZVPD basis) for the molecule C2H5N3OS2 in a non-equilibrium geometry.

The geometry in XYZ format:
```
13
Properties=species:S:1:pos:R:3:forces:R:3
C -0.111447 0.047619 -0.195424 1.52 -0.38 2.19
C 2.633617 0.390518 0.191451 0.42 -0.36 -1.26
H -1.077538 -1.777029 1.020798 -0.98 -1.48 -2.21
H -1.350172 -2.441615 -0.671881 0.48 -1.24 0.94
H -1.982561 0.261930 -0.417931 1.18 -2.62 -0.28
H 2.255758 1.459012 0.426005 0.64 -2.01 -0.23
H -1.475599 2.476882 0.442596 -0.77 -2.68 -3.09
N -1.628549 -1.844336 0.090718 1.57 3.00 0.66
N -1.248778 -0.556002 -0.546929 -3.11 0.28 -0.23
N -0.076596 1.278399 0.199964 -1.54 -0.42 -2.33
O -1.453118 1.673234 -0.287580 1.39 5.96 4.56
S 1.339897 -0.928661 0.013564 1.37 1.09 0.22
S 4.175088 -0.039947 -0.265346 -2.15 0.86 1.06
```
Positions in Å, forces in eV/Å.

Summary:
HOMO = -9.07 eV
Energy above the lowest of the compared OMol25 structures with the same formula, charge and spin = 496.5 kJ/mol
Gap between HOMO and LUMO = 8.2 eV
Net charge = 0
Lowest unoccupied orbital energy = -0.823 eV

Now the natural (NBO) charges, all in e: number 1, C, carries 0.211; number 2, C, carries -0.446; number 3, H, carries 0.366; number 4, H, carries 0.379; number 5, H, carries 0.429; number 6, H, carries 0.260; number 7, H, carries 0.504; number 8, N, carries -0.646; number 9, N, carries -0.507; number 10, N, carries -0.265; number 11, O, carries -0.638; number 12, S, carries 0.278; number 13, S, carries 0.075

---

Record 2
Density functional theory data (the ωB97M-V functional and the def2-TZVPD basis) for a cluster of 2 separate species, C4H3Br2O3 in total in a non-equilibrium geometry.

The geometry in XYZ format:
```
12
Properties=species:S:1:pos:R:3:forces:R:3
C -1.545110 0.697572 1.390557 -1.19 -1.40 -2.44
C 1.614060 0.459165 -1.102925 -1.78 5.73 0.80
C 1.204985 -0.807088 -0.454082 2.68 1.06 -0.71
C -1.547536 -0.421889 0.380407 2.60 0.97 1.04
O -0.779204 1.620097 1.370313 1.76 2.18 0.52
O -2.530612 0.373791 2.047055 -1.68 0.52 2.74
O 1.506086 -0.701268 -1.787117 -0.16 -3.34 -0.75
Br 2.708642 -1.636757 0.694888 -0.98 0.04 -0.47
Br -2.624190 -0.595587 -0.994220 -2.02 -0.01 -2.62
H 0.792850 1.265544 -1.397977 1.38 -1.88 0.97
H 2.597820 1.048001 -1.040959 -1.01 -1.69 0.23
H -1.397788 -1.301586 0.894057 0.39 -2.19 0.68
```
Positions in Å, forces in eV/Å.

Summary:
HOMO (alpha / beta) = -2.72 / -4.37 eV
2S+1 = 3
Gap between HOMO and LUMO (alpha / beta) = 5.7 / 5.5 eV
Net charge = -1
⟨S²⟩ = 2.01
Lowest unoccupied orbital energy (alpha / beta) = 2.960 / 1.159 eV

Now the natural (NBO) charges, all in e: number 1, C, carries 0.715; number 2, C, carries -0.174; number 3, C, carries 0.355; number 4, C, carries -0.484; number 5, O, carries -0.719; number 6, O, carries -0.698; number 7, O, carries -0.486; number 8, Br, carries -0.112; number 9, Br, carries 0.056; number 10, H, carries 0.194; number 11, H, carries 0.182; number 12, H, carries 0.172

---

Record 3
Density functional theory data (the ωB97M-V functional and the def2-TZVPD basis) for a structure of composition C30H21BrCoF9N5O5.

The geometry in XYZ format:
```
72
Properties=species:S:1:pos:R:3:forces:R:3
Co 0.037371 -0.954269 0.548973 -0.02 0.12 -0.14
O -3.470324 3.830031 4.194889 -0.01 0.00 0.01
C -2.845809 2.729719 4.827058 0.02 0.01 0.00
C -2.404839 1.738996 3.788393 -0.01 0.00 0.00
C -2.010350 0.461725 4.161982 0.00 0.00 0.00
C -1.538999 -0.400728 3.193847 -0.02 0.00 -0.02
N -1.457929 -0.073900 1.907071 0.04 0.00 -0.03
C -1.866655 1.141976 1.538652 0.00 0.00 0.00
C -2.341696 2.076039 2.446878 -0.01 -0.02 -0.01
C -1.763562 1.443863 0.088103 -0.02 0.02 0.02
C -2.584524 2.386060 -0.520331 0.02 0.00 0.00
C -2.481382 2.593889 -1.884588 0.01 -0.01 -0.01
C -3.346718 3.605137 -2.596510 -0.01 0.00 -0.01
O -4.459531 4.036318 -1.842999 0.00 -0.01 0.00
C -1.551376 1.839768 -2.590622 0.00 0.00 0.00
C -0.779957 0.922022 -1.907925 -0.01 -0.01 0.01
N -0.872624 0.726419 -0.594701 0.02 -0.04 -0.01
H -3.633065 4.514447 4.849524 0.01 0.00 -0.01
H -3.526901 2.235661 5.528321 0.00 -0.01 -0.01
H -1.958874 3.047058 5.387602 -0.01 0.01 0.01
H -2.048207 0.142604 5.195416 0.00 0.00 0.00
H -1.203745 -1.394970 3.459067 0.01 0.00 0.00
H -2.630693 3.065411 2.127397 0.00 0.00 0.01
H -3.314605 2.937876 0.053674 0.00 0.00 0.00
H -3.651353 3.197693 -3.565865 0.00 0.00 0.00
H -2.752562 4.498601 -2.797350 0.00 0.00 0.01
H -5.105505 3.323260 -1.805319 0.00 0.01 0.00
H -1.438311 1.946460 -3.661972 -0.01 0.00 0.00
H -0.062757 0.306080 -2.433855 0.00 0.01 0.00
N 0.638724 -3.550646 2.508460 0.04 0.05 -0.01
C 0.528167 -2.617703 1.837391 -0.07 -0.10 0.06
H 0.694378 -4.388031 3.049258 0.03 -0.01 -0.01
Br 6.150962 2.072240 -2.818448 0.01 0.00 -0.01
C 4.904597 1.906807 -1.397283 -0.02 0.00 0.02
C 5.359194 1.873080 -0.090293 0.00 -0.02 -0.01
C 4.439613 1.712247 0.938078 -0.01 0.00 0.01
C 3.089516 1.548618 0.660418 -0.02 0.09 -0.05
C 2.655496 1.610038 -0.659657 0.00 -0.01 -0.01
C 3.554096 1.803697 -1.695290 0.01 0.00 -0.01
C 2.122774 1.217098 1.781007 0.25 -0.24 0.05
O 2.283080 1.712435 2.886480 -0.06 0.08 -0.01
O 1.247241 0.338091 1.461325 -0.15 0.04 0.13
H 6.416399 1.951170 0.121226 0.01 0.01 0.00
H 4.767898 1.684484 1.968892 0.00 0.00 0.00
H 1.601599 1.485953 -0.870976 0.03 0.01 0.01
H 3.219169 1.854352 -2.722924 0.00 0.00 0.00
N 6.468882 -1.664224 0.421300 0.02 -0.01 0.00
C 5.467083 -1.640348 -0.139686 -0.03 0.04 0.02
C 4.208239 -1.622972 -0.831886 0.02 0.00 -0.02
C 4.149407 -1.706140 -2.219347 -0.01 -0.01 -0.01
C 2.906254 -1.717152 -2.822926 -0.01 -0.02 0.01
C 1.775637 -1.633742 -2.025252 -0.01 -0.02 0.01
N 1.832437 -1.514521 -0.699337 -0.04 0.01 0.05
C 3.024953 -1.515653 -0.111776 -0.01 -0.01 -0.03
H 5.060059 -1.766174 -2.799902 0.00 0.01 0.00
H 2.805363 -1.798110 -3.895714 0.00 0.00 0.00
H 0.779045 -1.670783 -2.446630 -0.02 -0.03 -0.01
H 3.036742 -1.415403 0.965577 0.00 0.03 0.01
F -3.379484 -2.476385 0.547931 -0.04 0.04 0.01
C -2.769086 -3.530383 0.010141 0.05 -0.01 -0.03
F -2.109325 -4.150507 1.011140 0.04 -0.01 0.04
F -3.713794 -4.373373 -0.424584 -0.04 -0.02 -0.01
C -1.760713 -3.078959 -1.099888 -0.13 0.06 0.06
O -1.124550 -1.974849 -0.725686 0.15 -0.07 -0.11
C -0.801368 -4.277487 -1.407773 0.00 0.01 -0.04
F -0.196506 -4.114726 -2.596809 0.04 0.05 -0.04
F 0.171145 -4.357500 -0.492735 0.06 0.04 0.10
F -1.421397 -5.463336 -1.437799 -0.04 -0.06 0.00
C -2.568028 -2.760608 -2.402185 0.02 0.02 0.02
F -3.623762 -1.986640 -2.120245 -0.05 0.03 0.01
F -1.805336 -2.078483 -3.269062 0.03 0.02 -0.01
F -3.019316 -3.848750 -3.039314 -0.02 -0.05 -0.02
```
Positions in Å, forces in eV/Å.

Summary:
HOMO (alpha / beta) = -8.57 / -8.60 eV
Energy above the lowest of the compared OMol25 structures with the same formula, charge and spin = 32.4 kJ/mol
2S+1 = 4
Gap between HOMO and LUMO (alpha / beta) = 8.3 / 8.3 eV
Net charge = 0
⟨S²⟩ = 3.76
Lowest unoccupied orbital energy (alpha / beta) = -0.291 / -0.300 eV

Now the Mulliken charges, all in e: number 1, Co, carries 2.455; number 2, O, carries -0.507; number 3, C, carries -0.689; number 4, C, carries 0.363; number 5, C, carries -1.163; number 6, C, carries -0.403; number 7, N, carries 0.352; number 8, C, carries 0.524; number 9, C, carries -0.979; number 10, C, carries 0.509; number 11, C, carries -0.658; number 12, C, carries 0.397; number 13, C, carries -0.859; number 14, O, carries -0.537; number 15, C, carries -1.401; number 16, C, carries -0.467; number 17, N, carries 0.577; number 18, H, carries 0.309; number 19, H, carries 0.329; number 20, H, carries 0.317; number 21, H, carries 0.421; number 22, H, carries 0.396; number 23, H, carries 0.557; number 24, H, carries 0.749; number 25, H, carries 0.418; number 26, H, carries 0.290; number 27, H, carries 0.316; number 28, H, carries 0.469; number 29, H, carries 0.266; number 30, N, carries 0.030; number 31, C, carries -0.696; number 32, H, carries 0.218; number 33, Br, carries -0.181; number 34, C, carries 0.030; number 35, C, carries -0.452; number 36, C, carries -0.795; number 37, C, carries 0.133; number 38, C, carries 0.225; number 39, C, carries -0.492; number 40, C, carries 0.020; number 41, O, carries -0.738; number 42, O, carries -0.579; number 43, H, carries 0.452; number 44, H, carries 0.464; number 45, H, carries 0.565; number 46, H, carries 0.504; number 47, N, carries -0.583; number 48, C, carries -0.121; number 49, C, carries -0.214; number 50, C, carries -0.099; number 51, C, carries -1.648; number 52, C, carries -0.065; number 53, N, carries 0.514; number 54, C, carries -0.236; number 55, H, carries 0.545; number 56, H, carries 0.535; number 57, H, carries 0.370; number 58, H, carries 0.612; number 59, F, carries -0.211; number 60, C, carries 0.106; number 61, F, carries -0.278; number 62, F, carries -0.278; number 63, C, carries 0.807; number 64, O, carries -0.055; number 65, C, carries 0.390; number 66, F, carries -0.292; number 67, F, carries -0.222; number 68, F, carries -0.281; number 69, C, carries 0.413; number 70, F, carries -0.278; number 71, F, carries -0.214; number 72, F, carries -0.276

---

Summary of electronic energy in hartree
-1114.90546, -5527.80520, -6661.47972
(order as listed above)